# 1
{"formula": "C28H33F5N3O", "method": "ωB97M-V with the def2-TZVPD basis set", "symbols": ["C", "N", "C", "C", "C", "C", "C", "H", "H", "H", "H", "H", "H", "H", "H", "H", "H", "H", "H", "H", "C", "N", "C", "O", "C", "C", "C", "C", "F", "C", "F", "C", "F", "C", "F", "C", "F", "N", "C", "C", "C", "C", "C", "C", "C", "C", "C", "C", "C", "C", "H", "H", "H", "H", "H", "H", "H", "H", "H", "H", "H", "H", "H", "H", "H", "H", "H", "H", "H", "H"], "coordinates": [[2.103, -0.119, 2.946], [0.640, -0.145, 2.705], [-0.047, -1.380, 3.171], [-1.516, -1.403, 2.740], [-2.246, -0.146, 3.244], [-1.511, 1.121, 2.775], [-0.042, 1.080, 3.204], [2.542, 0.772, 2.498], [2.310, -0.113, 4.017], [2.572, -0.995, 2.501], [0.495, -2.249, 2.783], [0.035, -1.430, 4.261], [-1.571, -1.442, 1.646], [-2.017, -2.316, 3.092], [-3.295, -0.139, 2.909], [-2.290, -0.160, 4.341], [-1.570, 1.188, 1.682], [-2.008, 2.027, 3.151], [0.039, 1.100, 4.296], [0.504, 1.958, 2.842], [2.691, -5.428, -4.411], [1.807, -4.761, -3.477], [0.650, -5.393, -3.082], [0.247, -6.465, -3.477], [-0.013, -4.502, -2.055], [0.016, -5.160, -0.678], [-0.702, -6.460, -0.630], [-0.001, -7.657, -0.730], [1.347, -7.660, -0.715], [-0.685, -8.865, -0.756], [-0.008, -10.022, -0.846], [-2.066, -8.880, -0.645], [-2.721, -10.054, -0.590], [-2.767, -7.690, -0.518], [-4.094, -7.715, -0.310], [-2.085, -6.482, -0.525], [-2.771, -5.330, -0.387], [0.746, -3.218, -2.059], [0.336, -2.110, -1.381], [1.023, -0.920, -1.391], [0.640, 0.237, -0.745], [1.379, 1.451, -0.811], [0.924, 2.594, -0.131], [1.625, 3.773, -0.181], [2.798, 3.859, -0.909], [3.266, 2.753, -1.596], [2.573, 1.568, -1.552], [1.947, -3.361, -2.964], [3.246, -3.217, -2.175], [1.846, -2.396, -4.146], [2.357, -6.459, -4.530], [2.659, -4.938, -5.381], [3.711, -5.435, -4.035], [-1.048, -4.306, -2.362], [1.060, -5.317, -0.391], [-0.416, -4.487, 0.067], [-0.582, -2.195, -0.827], [1.934, -0.888, -1.951], [-0.259, 0.222, -0.159], [0.008, 2.536, 0.430], [1.264, 4.639, 0.348], [3.347, 4.783, -0.944], [4.178, 2.825, -2.164], [2.954, 0.725, -2.098], [3.294, -3.980, -1.400], [4.117, -3.327, -2.821], [3.321, -2.249, -1.687], [0.940, -2.605, -4.712], [1.802, -1.358, -3.830], [2.698, -2.499, -4.818]], "atomic_forces_ev_per_a": [[-1.292, -0.170, 0.126], [-0.291, 0.225, -0.739], [0.595, 0.687, -0.160], [-0.009, 0.182, 0.167], [-0.118, 0.003, -0.128], [-0.015, -0.167, 0.159], [0.419, -0.707, -0.219], [-0.088, 0.070, -0.032], [0.257, 0.003, 0.247], [-0.053, -0.074, -0.015], [-0.032, 0.123, -0.074], [-0.177, -0.129, 0.288], [0.055, 0.094, -0.033], [0.221, 0.227, 0.083], [0.319, -0.001, -0.015], [0.123, -0.008, -0.129], [0.049, -0.077, -0.016], [0.214, -0.240, 0.069], [-0.165, 0.113, 0.296], [-0.033, -0.138, -0.078], [0.245, 0.360, -0.071], [-1.174, 0.155, 1.058], [0.805, 0.585, -0.609], [0.063, 0.455, 0.397], [-0.895, 0.579, 0.271], [0.515, 0.340, 0.637], [0.037, -0.020, -0.164], [-0.399, -0.191, 0.341], [-0.605, 0.051, -0.284], [0.686, -0.487, -0.042], [-0.392, 0.595, 0.070], [-0.346, -0.556, 0.115], [0.436, 0.820, -0.111], [-0.712, 0.181, 0.295], [0.608, -0.007, -0.247], [0.088, -0.623, -0.005], [0.246, -0.270, -0.108], [-0.667, 0.450, 0.480], [0.762, -2.610, -1.506], [0.558, 1.419, 0.202], [0.094, -1.240, -0.423], [0.553, 0.840, -0.068], [-0.200, -0.606, -0.094], [0.042, 0.390, 0.115], [-0.069, 0.019, 0.077], [0.163, -0.123, -0.139], [-0.298, -0.107, 0.165], [0.400, -0.395, -0.522], [-0.049, -0.075, 0.168], [-0.187, 0.067, -0.005], [-0.096, 0.187, 0.115], [0.091, -0.001, -0.170], [0.116, 0.020, -0.007], [0.161, -0.070, 0.068], [-0.047, 0.038, -0.033], [-0.013, 0.087, -0.103], [-0.334, -0.266, 0.158], [0.135, 0.020, -0.060], [-0.365, 0.072, 0.294], [-0.215, -0.031, 0.168], [-0.094, 0.110, 0.089], [0.086, 0.193, 0.000], [0.127, -0.028, -0.099], [0.153, -0.143, -0.132], [0.003, -0.059, 0.005], [-0.110, -0.035, -0.093], [0.034, 0.034, -0.036], [-0.035, -0.032, -0.028], [0.065, 0.021, -0.028], [0.048, -0.126, 0.101]], "e_lumo_ev": -4.8602, "total_charge": 1, "orbital_gap_ev": 6.1120, "homo_energy_ev": -10.97}

---

# 2
{"formula": "C28H33MnN5O6SSeSi", "method": "ωB97M-V with the def2-TZVPD basis set", "symbols": ["Mn", "C", "C", "C", "C", "C", "C", "C", "C", "C", "S", "C", "N", "H", "H", "H", "H", "H", "H", "H", "H", "N", "C", "C", "C", "C", "N", "C", "N", "N", "C", "O", "O", "H", "H", "H", "H", "H", "H", "H", "H", "H", "H", "H", "H", "H", "H", "O", "Se", "O", "O", "O", "C", "C", "C", "C", "C", "C", "Si", "C", "C", "C", "C", "C", "C", "H", "H", "H", "H", "H", "H", "H", "H", "H", "H", "H"], "coordinates": [[-1.009, 0.718, 0.330], [1.072, -0.467, -1.676], [1.705, 0.072, -0.423], [3.095, -0.001, -0.301], [3.721, 0.366, 0.860], [2.933, 0.767, 1.957], [3.496, 1.057, 3.212], [2.683, 1.342, 4.285], [1.305, 1.364, 4.132], [0.712, 1.142, 2.893], [-1.007, 1.169, 2.733], [1.525, 0.836, 1.770], [0.918, 0.558, 0.558], [1.181, -1.553, -1.696], [1.554, -0.059, -2.563], [0.004, -0.240, -1.706], [3.664, -0.352, -1.147], [4.791, 0.306, 0.966], [4.570, 1.019, 3.326], [3.117, 1.531, 5.257], [0.652, 1.555, 4.968], [-1.444, 1.561, -2.179], [-1.630, 3.006, -2.292], [-0.717, 3.675, -3.331], [0.777, 3.344, -3.232], [1.416, 3.557, -1.859], [1.265, 4.916, -1.367], [0.784, 5.248, -0.165], [0.526, 6.553, 0.077], [0.927, 4.420, 0.871], [-1.385, 3.653, -0.905], [-1.370, 4.893, -0.847], [-1.109, 2.896, 0.054], [-1.234, 1.162, -3.090], [-2.322, 1.138, -1.878], [-2.662, 3.259, -2.574], [-0.882, 4.749, -3.226], [-1.043, 3.390, -4.335], [1.314, 3.928, -3.986], [0.917, 2.290, -3.473], [2.485, 3.322, -1.923], [0.956, 2.849, -1.166], [1.149, 5.617, -2.084], [0.131, 7.079, -0.688], [0.093, 6.750, 0.968], [1.016, 3.428, 0.686], [0.375, 4.602, 1.696], [-1.256, -1.503, 0.425], [-2.926, -1.128, -0.106], [-3.945, -1.947, 0.728], [-2.925, 0.442, 0.174], [-2.934, -1.445, -1.642], [-3.697, -5.118, 3.605], [-3.868, -5.133, 2.231], [-2.917, -4.555, 1.412], [-1.793, -3.938, 1.955], [-1.616, -3.967, 3.337], [-2.560, -4.553, 4.158], [-0.607, -2.943, 0.886], [0.052, -3.824, -0.656], [1.366, -4.284, -0.696], [1.863, -4.925, -1.815], [1.045, -5.140, -2.912], [-0.265, -4.697, -2.887], [-0.756, -4.044, -1.770], [-4.454, -5.544, 4.245], [-4.752, -5.580, 1.798], [-3.059, -4.564, 0.342], [-0.732, -3.513, 3.762], [-2.418, -4.560, 5.229], [0.495, -2.373, 1.678], [1.998, -4.125, 0.166], [2.889, -5.261, -1.840], [1.431, -5.645, -3.785], [-0.903, -4.862, -3.742], [-1.774, -3.681, -1.765]], "atomic_forces_ev_per_a": [[0.765, 2.040, 0.959], [-0.284, 0.114, 0.286], [-1.061, 0.348, 0.389], [0.705, 0.111, 0.292], [-0.574, -0.110, -0.297], [-0.192, 0.057, -0.180], [0.079, 0.038, 0.323], [0.482, -0.069, -0.188], [-0.195, 0.023, -0.541], [-0.542, 0.034, 0.222], [-0.307, -0.244, -0.612], [0.358, 0.112, 0.301], [2.279, -0.697, -0.420], [0.062, 0.000, -0.022], [0.012, 0.027, -0.074], [0.267, -0.086, -0.158], [0.063, -0.102, -0.100], [0.214, 0.013, -0.016], [0.078, -0.024, -0.014], [0.057, 0.026, 0.054], [-0.048, 0.027, 0.132], [-0.212, -0.324, -0.209], [-0.003, 0.355, 0.325], [-0.035, -0.160, 0.074], [-0.221, 0.084, 0.222], [0.170, -0.425, -0.117], [-0.082, 0.185, -0.188], [1.007, 0.210, 0.328], [0.065, 0.189, 0.115], [0.112, -0.011, 0.003], [0.016, -0.275, -0.377], [-0.659, 0.316, -0.101], [-0.221, -0.572, 0.192], [-0.093, -0.057, 0.083], [0.126, 0.005, -0.188], [0.141, -0.002, 0.064], [0.000, -0.073, -0.062], [-0.057, 0.054, -0.008], [0.029, -0.071, -0.012], [0.167, -0.039, -0.078], [-0.092, -0.057, 0.045], [0.072, 0.129, 0.007], [-0.003, -0.016, 0.121], [-0.103, -0.154, 0.108], [-0.032, -0.008, -0.170], [-0.124, 0.224, 0.039], [-0.107, -0.063, -0.115], [-1.312, 1.037, -0.711], [-0.380, -1.438, -0.515], [-1.346, -1.175, 1.626], [-0.631, 1.948, 0.522], [0.433, -0.305, -2.091], [-0.017, -0.027, 0.049], [-0.059, -0.065, -0.081], [0.106, -0.067, -0.041], [0.460, 0.286, -0.436], [0.145, 0.146, -0.180], [-0.049, -0.059, 0.156], [0.645, -1.204, 0.453], [-0.290, 0.130, 0.512], [-0.108, 0.160, 0.195], [0.157, -0.107, -0.073], [0.072, 0.044, 0.001], [-0.088, -0.028, -0.092], [-0.143, 0.100, 0.112], [-0.053, -0.076, 0.072], [-0.050, -0.030, -0.023], [-0.101, 0.000, -0.123], [0.056, 0.103, 0.146], [0.009, 0.011, 0.070], [0.327, -0.410, 0.165], [0.218, -0.004, 0.085], [0.115, -0.052, 0.040], [0.038, -0.052, -0.083], [-0.094, 0.005, -0.069], [-0.139, 0.048, -0.124]], "multiplicity": 4, "e_lumo_ev": [-0.1971, -0.3362], "s2": 3.77, "orbital_gap_ev": [6.5878, 6.5821], "homo_energy_ev": [-6.78, -6.92], "de_lowest_kcal_mol": 29.4}

---

# 3
{"formula": "C28H33N4O4S2", "method": "ωB97M-V with the def2-TZVPD basis set", "symbols": ["C", "C", "O", "C", "C", "C", "C", "C", "S", "C", "N", "C", "C", "C", "N", "C", "C", "C", "O", "C", "C", "C", "C", "S", "O", "O", "N", "C", "C", "C", "C", "C", "C", "C", "C", "C", "N", "C", "H", "H", "H", "H", "H", "H", "H", "H", "H", "H", "H", "H", "H", "H", "H", "H", "H", "H", "H", "H", "H", "H", "H", "H", "H", "H", "H", "H", "H", "H", "H", "H", "H"], "coordinates": [[-7.059, -1.816, 0.801], [-6.269, -1.685, -0.494], [-4.949, -1.186, -0.285], [-4.012, -2.006, 0.268], [-4.131, -3.370, 0.481], [-3.091, -4.111, 1.036], [-1.898, -3.527, 1.410], [-1.769, -2.164, 1.211], [-0.409, -1.136, 1.591], [-1.311, 0.220, 0.946], [-0.883, 1.520, 0.994], [-1.888, 2.549, 1.254], [-2.185, 3.428, 0.035], [-2.534, 2.670, -1.244], [-3.604, 1.660, -1.101], [-3.803, 0.944, -2.367], [-4.873, 2.217, -0.626], [0.451, 1.935, 1.026], [0.719, 3.071, 1.327], [1.457, 0.927, 0.608], [2.565, 0.700, 1.420], [3.514, -0.234, 1.043], [3.363, -0.905, -0.157], [4.626, -2.081, -0.676], [5.055, -2.796, 0.482], [4.115, -2.807, -1.798], [5.842, -1.077, -1.218], [5.581, -0.488, -2.511], [6.513, -0.322, -0.234], [7.255, -0.999, 0.730], [7.914, -0.291, 1.718], [7.856, 1.093, 1.748], [7.132, 1.768, 0.781], [6.457, 1.068, -0.205], [2.297, -0.647, -0.999], [1.333, 0.264, -0.613], [-2.501, -0.069, 0.507], [-2.800, -1.400, 0.640], [-8.067, -2.150, 0.576], [-6.594, -2.533, 1.472], [-7.114, -0.856, 1.308], [-6.739, -0.942, -1.145], [-6.235, -2.636, -1.035], [-5.038, -3.889, 0.216], [-3.229, -5.170, 1.180], [-1.098, -4.103, 1.846], [-2.786, 2.056, 1.628], [-1.486, 3.196, 2.039], [-1.297, 4.024, -0.180], [-2.979, 4.123, 0.307], [-1.644, 2.146, -1.600], [-2.831, 3.392, -2.011], [-3.236, 0.901, -0.362], [-2.862, 0.522, -2.712], [-4.190, 1.618, -3.132], [-4.508, 0.131, -2.211], [-5.592, 1.409, -0.516], [-5.259, 2.948, -1.336], [-4.744, 2.695, 0.340], [2.663, 1.243, 2.347], [4.362, -0.459, 1.669], [6.504, -0.061, -2.900], [4.806, 0.287, -2.480], [5.250, -1.293, -3.162], [7.296, -2.075, 0.698], [8.486, -0.824, 2.461], [8.379, 1.643, 2.515], [7.086, 2.846, 0.792], [5.894, 1.609, -0.950], [2.233, -1.186, -1.931], [0.490, 0.467, -1.259]], "atomic_forces_ev_per_a": [[0.324, 0.062, -0.232], [-0.477, -0.128, 0.089], [0.371, 0.079, 0.137], [0.290, -0.050, 0.124], [-0.257, 0.213, -0.179], [0.230, 0.033, 0.093], [0.008, -0.132, -0.007], [-0.282, 0.354, -0.123], [-0.593, 0.014, -0.152], [0.048, -0.888, 0.153], [-0.101, 0.367, 0.026], [-0.088, 0.523, 0.075], [-0.061, -0.286, 0.053], [0.387, 0.525, 0.140], [0.053, -0.181, 0.137], [-0.131, -0.343, -0.496], [-0.445, 0.178, 0.207], [0.049, -0.101, -0.097], [0.089, 0.059, 0.069], [0.514, -0.013, -0.188], [-0.187, 0.036, -0.095], [0.036, -0.010, 0.176], [0.379, -0.422, -0.209], [-0.353, 0.170, 0.015], [0.113, 0.254, 0.152], [0.003, 0.281, -0.143], [-0.617, -0.958, 0.174], [-0.185, 0.048, -0.558], [0.507, 0.324, 0.640], [0.075, 0.070, 0.010], [-0.024, -0.031, 0.011], [-0.013, 0.062, 0.024], [0.036, 0.062, 0.048], [-0.103, -0.154, -0.167], [-0.076, -0.039, -0.165], [0.128, 0.167, 0.131], [0.290, 0.391, 0.091], [0.133, -0.835, 0.285], [-0.126, -0.048, 0.000], [-0.021, -0.062, 0.076], [-0.030, 0.075, 0.046], [0.064, -0.142, 0.015], [0.042, 0.113, -0.024], [-0.123, -0.016, -0.037], [-0.019, -0.108, 0.019], [0.079, -0.132, 0.056], [0.097, 0.020, -0.009], [-0.148, -0.137, -0.073], [-0.060, 0.042, -0.033], [0.002, 0.073, -0.006], [-0.107, -0.067, -0.058], [-0.003, -0.154, -0.043], [-0.199, 0.404, -0.335], [0.071, 0.033, 0.075], [0.037, 0.090, 0.060], [0.015, 0.046, 0.053], [0.048, -0.038, -0.013], [0.070, 0.006, -0.042], [0.061, -0.007, 0.023], [0.041, 0.056, 0.105], [0.086, 0.027, 0.159], [-0.015, -0.003, 0.055], [0.046, 0.042, -0.026], [0.061, 0.190, -0.141], [0.081, -0.073, -0.005], [0.055, -0.058, 0.061], [0.054, 0.048, 0.066], [0.004, 0.086, -0.005], [-0.063, 0.040, -0.090], [-0.081, -0.021, -0.127], [-0.089, -0.023, -0.052]], "smiles": "CCOc1cccc2sc(N(CCC[NH+](C)C)C(=O)c3ccc(S(=O)(=O)N(C)c4ccccc4)cc3)nc12", "e_lumo_ev": -2.7245, "total_charge": 1, "orbital_gap_ev": 7.9045, "homo_energy_ev": -10.63, "de_lowest_kcal_mol": 0.0}